[1]
{"formula": "C5H3N3O", "method": "ωB97M-V/def2-TZVPD", "elements": ["C", "C", "C", "C", "C", "H", "H", "H", "N", "N", "N", "O"], "xyz": [[0.74062, -0.95682, -0.98153], [-0.66268, -1.52888, -1.03745], [-0.73728, -0.06693, 0.48009], [-0.85718, 1.03453, 1.09811], [1.06225, 1.21331, 0.56534], [-0.82639, -2.23139, -1.82566], [-1.72937, 1.40991, 1.74155], [2.09101, 1.56166, 0.34842], [-1.60727, -0.91994, -0.25061], [0.20303, 1.81986, 1.29368], [0.67193, -0.10663, 0.27659], [1.65133, -1.22867, -1.70854]], "nbo_charge": [0.6414, -0.0436, 0.1518, -0.0293, 0.2494, 0.2166, 0.2106, 0.2104, -0.2628, -0.4246, -0.4414, -0.4786], "lumo_ev": -1.49, "de_lowest_kcal_mol": 34.7, "orbital_gap_ha": 0.291, "spin_multiplicity": 1}



[2]
{"formula": "C11H20N2S", "method": "ωB97M-V/def2-TZVPD", "elements": ["C", "C", "C", "C", "C", "C", "C", "C", "C", "C", "C", "N", "N", "S", "H", "H", "H", "H", "H", "H", "H", "H", "H", "H", "H", "H", "H", "H", "H", "H", "H", "H", "H", "H"], "xyz": [[-3.67359, 1.43801, -0.71343], [-5.38859, 0.14306, -1.19605], [-3.29872, 0.40724, 0.05872], [0.04203, -2.11225, 1.45188], [-1.11040, -2.89546, 0.83785], [1.19874, -1.53123, -0.75677], [2.11874, 1.34773, -0.67478], [-0.45153, 1.88487, -0.55406], [1.10464, 2.46200, 1.29954], [0.58879, -1.03376, 0.49664], [0.80752, 1.41333, 0.20882], [-4.88206, 1.30098, -1.36514], [0.41430, 0.15221, 0.87165], [-4.46577, -0.90656, -0.18823], [-3.09701, 2.39512, -0.79339], [-6.37193, -0.11993, -1.59868], [-2.44518, 0.21225, 0.54616], [-0.26838, -1.68257, 2.47688], [0.86142, -2.90409, 1.65474], [-0.87780, -3.36626, -0.13419], [-1.97178, -2.30368, 0.43465], [-1.60114, -3.60336, 1.42286], [1.04337, -0.79957, -1.53874], [2.39972, -1.78627, -0.63514], [0.66776, -2.44586, -0.99100], [2.65660, 2.35745, -0.51649], [2.78314, 0.51633, -0.58246], [2.00580, 1.43013, -1.74552], [-0.43507, 2.94789, -0.93135], [-1.27908, 1.79747, 0.14825], [-0.66567, 1.29268, -1.44144], [0.33947, 2.43740, 2.09982], [2.02062, 2.30169, 1.77725], [1.18233, 3.42128, 0.82351]], "nbo_charge": [-0.0625, -0.1330, -0.4012, -0.4449, -0.6137, -0.6973, -0.6475, -0.6084, -0.5937, 0.3166, 0.0866, -0.4322, -0.4468, 0.3519, 0.2203, 0.2210, 0.2325, 0.2342, 0.2071, 0.1992, 0.1991, 0.2194, 0.2309, 0.2328, 0.2259, 0.2120, 0.2195, 0.2104, 0.2133, 0.2115, 0.2112, 0.2168, 0.2076, 0.2016], "lumo_ev": 0.76, "de_lowest_kcal_mol": 66.7, "orbital_gap_ha": 0.360, "spin_multiplicity": 1}



[3]
{"formula": "C34H38B4N2O34V", "method": "ωB97M-V/def2-TZVPD", "elements": ["V", "O", "C", "O", "B", "O", "C", "O", "O", "C", "O", "C", "O", "O", "O", "C", "O", "B", "O", "C", "O", "O", "C", "O", "C", "O", "O", "O", "C", "O", "B", "O", "C", "O", "O", "C", "O", "C", "O", "O", "O", "C", "O", "B", "O", "C", "O", "O", "C", "O", "C", "O", "O", "C", "C", "C", "C", "C", "C", "N", "O", "C", "C", "C", "H", "H", "H", "H", "H", "H", "H", "H", "H", "H", "H", "H", "H", "H", "H", "H", "H", "H", "H", "C", "C", "C", "C", "C", "C", "N", "O", "C", "C", "C", "H", "H", "H", "H", "H", "H", "H", "H", "H", "H", "H", "H", "H", "H", "H", "H", "H", "H", "H"], "xyz": [[-0.28907, -0.37294, 0.97660], [0.17554, -4.79916, 2.99374], [-0.60584, -4.64039, 2.08175], [-1.07264, -5.57711, 1.32048], [-1.92747, -5.05698, 0.20122], [-1.93416, -3.60013, 0.49966], [-1.11928, -3.35420, 1.55577], [-0.69425, -2.19308, 1.91650], [-3.28766, -5.60544, 0.02808], [-3.50641, -5.85227, -1.27990], [-4.60613, -6.14412, -1.79338], [-2.17822, -5.74240, -2.02549], [-1.29338, -5.35480, -1.08829], [-1.89799, -5.99940, -3.18193], [6.76307, -0.58470, -3.73039], [6.20663, -0.92695, -2.60513], [4.94844, -1.22885, -2.49558], [4.68751, -1.82317, -1.16033], [6.00390, -2.00605, -0.52098], [6.96048, -1.46376, -1.32794], [8.18935, -1.59483, -1.22281], [3.83519, -0.93829, -0.30199], [2.62506, -1.51396, -0.17544], [1.64541, -1.03031, 0.32092], [2.68475, -2.96154, -0.78790], [3.83469, -3.08921, -1.38201], [1.66174, -3.65047, -0.82845], [4.33852, -0.29925, -5.22676], [3.20429, -0.16512, -4.88204], [2.47873, -1.02542, -4.23312], [1.01763, -0.63572, -4.30680], [1.04890, 0.58889, -5.10360], [2.30558, 0.91334, -5.40817], [2.70784, 1.94818, -5.93816], [0.53848, -0.50776, -2.90112], [-0.24145, -1.42650, -2.59201], [-0.69483, -1.77619, -1.47371], [-0.37539, -2.34782, -3.82922], [0.14271, -1.67892, -4.81193], [-0.87875, -3.53564, -3.83452], [-5.62397, -0.28902, 0.81394], [-4.96560, -0.51753, -0.22736], [-5.39646, -0.91298, -1.37770], [-4.27784, -1.23865, -2.22696], [-3.09963, -0.68707, -1.58762], [-3.34692, -0.40829, -0.38524], [-2.39153, -0.25015, 0.39112], [-4.44569, -0.73375, -3.65656], [-4.38223, -1.64750, -4.52593], [-4.24446, -1.69390, -5.72787], [-3.95083, -2.90693, -3.72989], [-4.13912, -2.66008, -2.41796], [-3.46869, -3.94893, -4.23377], [2.36671, 1.63169, -2.15017], [1.88898, 2.64115, -1.03373], [2.24201, 4.16248, -1.22055], [1.25563, 4.84908, -2.14431], [-0.15953, 4.62247, -1.55573], [-0.63837, 3.23608, -1.35493], [0.43784, 2.46683, -0.63503], [0.07570, 1.09211, -0.68148], [-1.95313, 3.50369, -0.61775], [-1.00503, 2.43748, -2.67086], [2.65134, 2.37887, 0.19317], [1.56325, 1.44944, -2.86385], [2.71495, 0.65326, -1.81926], [3.20320, 2.09875, -2.67002], [2.40546, 4.67134, -0.27058], [3.22759, 4.28125, -1.67068], [1.45605, 4.45238, -3.13958], [1.56148, 5.89430, -2.18978], [-0.71502, 4.98309, -2.42145], [-0.25946, 5.35142, -0.75152], [-2.31878, 2.56622, -0.19877], [-1.85651, 4.11325, 0.28070], [-2.73703, 3.87454, -1.27809], [-1.21599, 1.37234, -2.57562], [-1.82685, 2.91397, -3.20534], [-0.11168, 2.63493, -3.26335], [3.72356, 2.57043, 0.15118], [2.52364, 1.38507, 0.62229], [2.42133, 2.92866, 1.10582], [0.08113, 0.84536, -1.60921], [-3.18071, 0.39179, 3.51619], [-1.95508, 0.73938, 4.39766], [-1.94000, -0.41226, 5.48690], [-0.64313, -0.26426, 6.34416], [0.64778, -0.30138, 5.53640], [0.70708, 0.79542, 4.29538], [-0.64407, 0.80493, 3.58011], [-0.77024, 1.43892, 2.41107], [1.05381, 2.08398, 4.97508], [1.88583, 0.43897, 3.42130], [-2.26886, 2.05212, 5.10562], [-3.31753, 1.16625, 2.76148], [-4.11933, 0.28090, 4.05913], [-2.92093, -0.57173, 3.07774], [-2.74284, -0.32672, 6.21918], [-2.03972, -1.35035, 4.94086], [-0.71578, -0.98565, 7.15806], [-0.64502, 0.59078, 7.02017], [0.66294, -1.27387, 5.04432], [1.48281, -0.13677, 6.21739], [2.14105, 2.01919, 4.93250], [0.79221, 2.92166, 4.32858], [0.69793, 2.22576, 5.99554], [1.59304, -0.27499, 2.65147], [2.32266, 1.33893, 2.98847], [2.72967, 0.01183, 3.96312], [-2.42158, 2.84758, 4.37622], [-1.48513, 2.33183, 5.80963], [-3.14364, 2.01764, 5.75497], [-0.43476, 2.28526, 2.71564]], "mulliken_charge": [1.4374, -0.6471, 0.2185, -0.5754, 0.7766, 0.2221, -0.0882, -0.6577, -0.6703, 0.4845, -0.6584, 0.7556, -0.3430, -0.5866, -0.4140, 0.7002, 0.0274, 0.9527, -0.4577, 0.2614, -0.5376, -0.8654, -0.2120, 1.1985, 0.0235, -0.4961, -0.3758, -0.4522, 0.6407, -0.4644, 0.8087, -0.4865, 0.5995, -0.5984, 0.1949, 0.3769, 0.2823, -0.0835, -0.4598, -0.5315, -0.6688, 0.2808, -0.3516, 0.5031, 0.0464, 0.4901, -0.2819, -0.6592, 0.4203, -0.6289, 0.5852, -0.3601, -0.5372, -1.1324, 2.0498, -1.4242, -0.7646, -1.4005, 2.0231, 0.0513, 3.6982, -1.8421, -1.7250, -2.2813, -0.5165, -0.1304, 0.9066, 0.4422, 0.4266, 0.3008, 0.5035, 0.3596, 0.3165, 0.1695, 0.4213, 0.3984, 0.0223, 0.5097, 0.3335, 0.5466, -0.2808, 0.5282, -1.8405, -1.8237, 1.2200, -0.8532, -0.7840, -1.1947, 1.3868, 0.5535, 0.4048, -1.7559, -1.8794, -1.8221, 0.2814, 0.4915, 0.2079, 0.4340, 0.2264, 0.4891, 0.3505, 0.4238, 0.4594, 0.5855, 0.2493, 0.3554, 0.0346, 0.4983, 0.5068, 0.2938, 0.3313, 0.4056, 0.1158], "lumo_ev": [-0.12, -4.75], "total_charge": -1, "orbital_gap_ha": [0.239, 0.069], "spin_multiplicity": 5, "s2": 6.013}



[4]
{"formula": "C4H14N4O", "method": "ωB97M-V/def2-TZVPD", "elements": ["C", "C", "N", "N", "H", "H", "H", "H", "H", "H", "H", "H", "C", "C", "N", "O", "N", "H", "H", "H", "H", "H", "H"], "xyz": [[1.16524, 0.96389, 2.23897], [0.61865, 0.82984, -2.75063], [0.31838, -0.10025, 1.69115], [0.98575, -1.10950, 0.92406], [1.82096, -1.43311, 1.41445], [1.32224, -0.69151, 0.04633], [1.61486, 1.56689, 1.44369], [0.57492, 1.61573, 2.89239], [1.96572, 0.52954, 2.84746], [1.15436, 1.02703, -1.81678], [1.32635, 0.57758, -3.54714], [0.07530, 1.73329, -3.04025], [-2.05646, -0.65409, 1.20646], [-0.87597, 0.28616, 1.08972], [0.39984, -1.43428, -2.20188], [-0.32547, -0.22364, -2.57185], [-1.01653, 1.41119, 0.45964], [-0.01214, -1.63092, -1.28401], [-0.02561, -2.11185, -2.83716], [-1.96805, 1.47437, 0.08015], [-2.38750, -0.96067, 0.21133], [-1.80012, -1.53843, 1.79574], [-2.87473, -0.12725, 1.70818]], "nbo_charge": [-0.4203, -0.2461, -0.3310, -0.6600, 0.3613, 0.3405, 0.1862, 0.2162, 0.1943, 0.1688, 0.1705, 0.1918, -0.6941, 0.4539, -0.5394, -0.4401, -0.6708, 0.3501, 0.3446, 0.3386, 0.2255, 0.2305, 0.2288], "lumo_ev": 0.99, "de_lowest_kcal_mol": 77.2, "orbital_gap_ha": 0.358, "spin_multiplicity": 1}



[5]
{"formula": "C5H13O2S", "method": "ωB97M-V/def2-TZVPD", "elements": ["C", "O", "C", "C", "C", "S", "C", "H", "H", "H", "H", "H", "H", "H", "H", "H", "H", "H", "H", "H", "O"], "xyz": [[1.04273, 1.63426, -0.01153], [1.86940, 1.56385, 1.04716], [0.89918, 0.22044, -0.73683], [-0.25064, 0.11450, -1.79754], [-1.57001, 0.07259, -1.10754], [-2.07826, -1.61406, -0.58016], [-0.98351, -1.83770, 0.89392], [1.55404, 2.53359, -0.58433], [-0.02566, 1.95724, 0.14529], [0.86099, -0.65689, -0.04745], [1.79528, -0.11016, -1.21665], [-0.27280, 1.00372, -2.45488], [0.07980, -0.82567, -2.33442], [-2.40341, 0.47986, -1.75150], [-1.44318, 0.86428, -0.27981], [-1.43362, -2.63739, 1.48070], [-0.99740, -1.04459, 1.67334], [0.08789, -1.69123, 0.67243], [0.77291, 0.13664, 3.05469], [1.53220, 0.22105, 1.60887], [0.96408, -0.38432, 2.32625]], "nbo_charge": [-0.0160, -0.9137, -0.4368, -0.4351, -0.5376, 0.1142, -0.7711, 0.1156, 0.0773, 0.1984, 0.1854, 0.1940, 0.2020, 0.2028, 0.2325, 0.2140, 0.2627, 0.2420, 0.4492, 0.5031, -1.0828], "lumo_ev": 3.25, "de_lowest_kcal_mol": 40.4, "total_charge": -1, "orbital_gap_ha": 0.238, "spin_multiplicity": 1}